DFT (the ωB97M-V functional and the def2-TZVPD basis) results for a molecular structure, C26H21N8O2Pd.

Strongest force on any atom (eV Å⁻¹): 0.63
Total charge: +3
HOMO level (alpha / beta) (hartree): -0.620 / -0.636
<S²>: 6.030
Gap between HOMO and LUMO (alpha / beta) (hartree): 0.28390 / 0.22158
2S+1: 5

Last column: Löwdin charge in e.
Positions of all 58 atoms, in Å:
Pd1 0.056 0.117 0.614  1.133
C1 4.165 -0.209 -0.872  0.001
C2 4.887 -0.429 0.290  0.021
C3 4.218 -0.528 1.502  0.041
C4 2.844 -0.406 1.529  -0.197
N1 2.157 -0.182 0.395  -0.028
C5 2.794 -0.082 -0.777  -0.090
C6 2.021 -0.590 2.745  -0.190
C7 2.542 -0.769 4.011  0.040
C8 1.688 -1.066 5.065  0.020
C9 0.326 -1.183 4.831  0.002
C10 -0.140 -0.949 3.553  -0.087
N2 0.690 -0.649 2.549  0.006
H1 4.651 -0.139 -1.836  0.134
H2 5.963 -0.534 0.253  0.139
H3 4.771 -0.709 2.413  0.129
H4 2.190 0.097 -1.655  0.120
H5 3.606 -0.682 4.182  0.130
H6 2.090 -1.219 6.058  0.139
H7 -0.364 -1.450 5.619  0.133
H8 -1.194 -1.025 3.319  0.115
C11 -6.582 7.184 -1.467  0.000
C12 -6.646 5.714 -1.626  -0.169
C13 -5.527 4.973 -2.101  0.024
C14 -5.574 3.621 -2.236  0.031
C15 -6.779 2.929 -1.917  -0.185
N3 -6.923 1.598 -2.064  0.197
C16 -6.026 0.634 -2.634  -0.444
O1 -6.432 -0.078 -3.499  0.200
N4 -4.713 0.562 -2.186  0.152
C17 -4.133 0.726 -0.918  -0.191
C18 -4.814 1.038 0.254  0.038
C19 -4.109 1.121 1.443  -0.002
C20 -2.754 0.859 1.457  -0.133
N5 -2.098 0.515 0.339  -0.070
C21 -2.767 0.470 -0.817  -0.052
C22 -7.922 3.667 -1.471  0.047
C23 -7.848 5.012 -1.328  0.026
H9 -5.583 7.584 -1.614  0.096
H10 -6.966 7.485 -0.488  0.114
H11 -7.256 7.662 -2.189  0.126
H12 -4.632 5.509 -2.388  0.134
H13 -4.731 3.081 -2.646  0.123
H14 -7.878 1.260 -2.113  0.181
H15 -4.194 -0.032 -2.818  0.165
H16 -5.887 1.182 0.257  0.126
H17 -4.619 1.359 2.367  0.134
H18 -2.183 0.930 2.369  0.102
H19 -2.213 0.160 -1.695  0.129
H20 -8.847 3.140 -1.258  0.142
H21 -8.715 5.567 -0.991  0.146
O2 0.314 2.213 1.258  -0.025
N6 -0.122 3.193 0.672  0.066
C24 0.475 4.135 0.047  -0.204
C25 1.886 4.070 -0.203  -0.108
N7 3.020 3.962 -0.366  0.255
C26 -0.345 5.205 -0.459  -0.115
N8 -1.044 6.032 -0.841  0.235